[1]
C42H78F18O30S6 | wB97M-V/def2-TZVPD

Total energy: -8091.02184 Eh
Lowest unoccupied orbital energy: 0.07 eV
HOMO energy: -10.809 eV
Structure (SMILES): CCOC(=O)C(F)(F)F.CCOC(=O)C(F)(F)F.CCOC(=O)C(F)(F)F.CCOC(=O)C(F)(F)F.CCOC(=O)C(F)(F)F.CCOC(=O)C(F)(F)F.CCOS(C)(=O)=O.CCOS(C)(=O)=O.CCOS(C)(=O)=O.CCOS(C)(=O)=O.CCOS(C)(=O)=O.CCOS(C)(=O)=O
HOMO-LUMO gap: 10.88 eV
ΔE to the lowest compared entry with this formula, charge and spin: 0.0 kcal per mole

XYZ file:
```
174
C42H78F18O30S6, DFT wB97M-V/def2-TZVPD
C 5.934 2.777 0.631
C 5.083 1.480 0.552
O 4.297 1.366 1.779
C 4.978 0.975 2.846
O 6.133 0.822 3.039
C 3.950 0.735 3.939
F 3.055 1.722 3.934
F 3.367 -0.475 3.788
F 4.542 0.710 5.140
H 5.542 3.424 1.395
H 6.092 3.325 -0.303
H 6.909 2.520 1.032
H 5.723 0.614 0.444
H 4.334 1.551 -0.267
C -5.371 4.635 -1.654
C -4.563 4.382 -2.891
O -3.189 4.404 -2.519
C -2.682 3.337 -1.919
O -3.305 2.350 -1.620
C -1.215 3.515 -1.484
F -0.348 2.802 -2.250
F -0.830 4.792 -1.606
F -1.117 3.145 -0.228
H -5.122 5.578 -1.148
H -5.250 3.790 -0.936
H -6.444 4.731 -1.781
H -4.675 5.127 -3.673
H -4.893 3.343 -3.131
C -3.142 -1.862 -7.122
C -2.736 -2.578 -5.851
O -1.258 -2.689 -5.729
C -0.893 -3.622 -4.796
O -1.590 -4.179 -4.057
C 0.600 -4.002 -4.929
F 0.783 -4.944 -5.920
F 1.395 -2.997 -5.168
F 0.945 -4.568 -3.798
H -2.670 -0.893 -7.166
H -4.225 -1.705 -7.084
H -2.827 -2.372 -8.032
H -3.066 -3.594 -5.807
H -3.099 -2.154 -4.875
C 2.995 5.066 3.474
C 2.607 4.475 2.139
O 3.174 5.479 1.141
C 2.912 5.100 -0.164
O 2.243 4.203 -0.516
C 3.707 5.976 -1.165
F 2.842 6.413 -2.103
F 4.294 7.027 -0.625
F 4.621 5.199 -1.784
H 2.570 4.524 4.337
H 2.785 6.112 3.646
H 4.073 4.975 3.604
H 1.511 4.329 1.983
H 3.112 3.543 2.007
C -1.428 0.862 -4.333
C -0.425 0.659 -5.398
O 0.915 1.174 -5.038
C 0.977 2.510 -5.046
O 0.045 3.208 -5.341
C 2.350 2.956 -4.527
F 3.305 2.900 -5.486
F 2.313 4.152 -4.079
F 2.719 2.077 -3.591
H -1.080 0.440 -3.391
H -2.285 0.234 -4.540
H -1.763 1.874 -4.243
H -0.796 1.235 -6.248
H -0.326 -0.375 -5.619
C 0.087 -4.756 7.267
C -0.916 -4.669 6.141
O -0.383 -3.767 5.152
C 0.484 -4.331 4.302
O 0.822 -5.454 4.296
C 0.862 -3.292 3.241
F -0.130 -3.393 2.285
F 0.863 -2.025 3.647
F 2.025 -3.564 2.653
H 0.106 -3.803 7.734
H 1.113 -4.997 6.905
H -0.210 -5.508 7.995
H -1.866 -4.153 6.414
H -1.032 -5.671 5.748
C -7.025 -0.991 -3.240
C -6.408 -2.398 -3.399
O -6.251 -2.996 -2.050
S -4.773 -2.801 -1.472
C -4.085 -4.376 -1.939
O -4.129 -1.698 -2.133
O -4.924 -2.847 -0.021
H -7.732 -1.033 -2.418
H -7.461 -0.616 -4.167
H -6.281 -0.319 -2.928
H -7.053 -3.190 -3.805
H -5.506 -2.342 -4.050
H -3.296 -4.706 -1.251
H -3.674 -4.399 -2.950
H -4.906 -5.099 -1.877
C 5.276 -2.406 2.093
C 4.969 -3.457 3.106
O 4.380 -2.861 4.312
S 4.081 -3.606 5.614
C 5.639 -3.522 6.472
O 3.074 -2.839 6.211
O 3.821 -4.979 5.469
H 6.079 -1.675 2.336
H 4.397 -1.869 1.786
H 5.602 -2.906 1.177
H 4.214 -4.143 2.756
H 5.907 -3.954 3.387
H 6.442 -3.905 5.864
H 5.458 -4.226 7.294
H 5.759 -2.492 6.845
C -3.187 0.634 1.347
C -4.436 1.066 0.647
O -5.639 0.746 1.510
S -7.108 0.888 0.960
C -7.600 2.484 1.546
O -7.040 0.933 -0.455
O -7.846 -0.144 1.606
H -3.129 -0.383 1.708
H -3.049 1.296 2.219
H -2.325 0.826 0.609
H -4.368 2.148 0.467
H -4.477 0.526 -0.288
H -7.193 3.264 0.897
H -7.406 2.552 2.597
H -8.667 2.508 1.469
C -4.797 3.608 3.882
C -3.435 4.025 3.541
O -2.502 3.076 4.173
S -0.958 3.339 4.304
C -0.719 4.315 5.740
O -0.263 2.120 4.407
O -0.604 4.144 3.193
H -5.009 3.466 4.960
H -5.093 2.731 3.272
H -5.522 4.334 3.514
H -3.242 3.953 2.490
H -3.231 5.024 3.879
H -1.223 5.258 5.452
H 0.369 4.381 5.891
H -1.093 3.882 6.642
C 3.473 -1.179 -3.815
C 4.528 -2.024 -3.197
O 5.026 -3.106 -4.126
S 6.370 -3.857 -3.843
C 5.960 -4.923 -2.460
O 6.715 -4.700 -4.932
O 7.365 -2.941 -3.324
H 3.854 -0.499 -4.608
H 2.938 -0.560 -3.111
H 2.741 -1.816 -4.298
H 5.360 -1.455 -2.816
H 4.101 -2.586 -2.331
H 4.981 -5.362 -2.503
H 6.108 -4.366 -1.510
H 6.696 -5.702 -2.491
C 0.993 0.889 0.960
C 1.051 -0.536 0.592
O 0.418 -0.469 -0.803
S 0.340 -1.912 -1.569
C -1.217 -2.625 -0.926
O 0.143 -1.636 -2.972
O 1.419 -2.764 -1.151
H 1.297 1.502 0.135
H 1.598 1.226 1.760
H -0.032 1.207 1.229
H 2.034 -0.923 0.489
H 0.467 -1.188 1.253
H -2.029 -1.963 -1.210
H -1.129 -2.796 0.181
H -1.314 -3.548 -1.450
```

These are the Löwdin partial charges, in e, on atoms 1 to 6: atom 1 (C): -0.0364, atom 2 (C): -0.1337, atom 3 (O): -0.0075, atom 4 (C): -0.4419, atom 5 (O): 0.1913, atom 6 (C): -0.5257



[2]
C42H80BrClNO17S6 | wB97M-V/def2-TZVPD

Total energy: -8405.33058 Eh
Lowest unoccupied orbital energy: 1.49 eV
HOMO energy: -4.273 eV
Net charge: -1
HOMO-LUMO gap: 5.76 eV
ΔE to the lowest compared entry with this formula, charge and spin: 104.5 kcal per mole

XYZ file:
```
148
C42H80BrClNO17S6, DFT wB97M-V/def2-TZVPD
C -4.702 0.747 -4.624
O -3.591 0.297 -5.456
C -3.201 -1.046 -5.070
C -1.915 -1.571 -5.887
C -0.646 -0.718 -5.379
C 0.708 -1.049 -6.213
C 1.675 -2.056 -5.384
C 2.521 -1.269 -4.240
C 3.008 -2.272 -3.067
C 4.628 -2.418 -3.000
C 5.033 -2.749 -1.453
C 4.876 -4.331 -1.282
N 4.734 -4.861 0.095
C 4.755 -6.336 -0.032
C 5.642 -7.073 1.106
O 5.545 -8.310 1.337
O 6.526 -6.283 1.868
C 3.607 -4.323 0.877
Cl 2.128 -3.933 -0.203
C 4.104 -3.076 1.740
C 3.037 -2.006 2.206
C 1.671 -2.539 2.823
Br 2.552 -0.602 0.861
C 2.997 -5.379 1.971
O 1.847 -5.910 1.759
O 3.665 -5.778 3.095
H -4.652 1.876 -4.452
H -5.713 0.539 -5.129
H -4.717 0.204 -3.622
H -4.094 -1.728 -5.269
H -2.897 -1.051 -3.957
H -1.743 -2.670 -5.640
H -2.067 -1.450 -7.022
H -0.487 -0.932 -4.267
H -0.882 0.391 -5.493
H 1.232 -0.041 -6.419
H 0.469 -1.492 -7.252
H 1.065 -2.925 -4.937
H 2.448 -2.441 -6.130
H 1.779 -0.496 -3.812
H 3.393 -0.699 -4.717
H 2.580 -1.845 -2.087
H 2.527 -3.283 -3.287
H 4.961 -3.261 -3.711
H 5.073 -1.421 -3.321
H 6.142 -2.438 -1.377
H 4.344 -2.113 -0.818
H 4.082 -4.716 -2.032
H 5.874 -4.750 -1.695
H 3.714 -6.825 -0.137
H 5.283 -6.684 -1.001
H 7.066 -6.940 2.376
H 4.972 -2.487 1.256
H 4.582 -3.500 2.704
H 3.542 -1.408 3.056
H 1.805 -3.427 3.534
H 0.869 -2.790 2.045
H 1.221 -1.697 3.468
C 2.317 -4.438 8.461
C 0.907 -3.924 8.761
C 0.844 -2.466 8.303
S 2.028 -2.308 6.970
O 3.088 -1.422 7.398
O 1.322 -2.118 5.724
C 2.630 -3.986 7.040
H 2.382 -5.522 8.560
H 3.031 -3.989 9.163
H 0.177 -4.518 8.202
H 0.661 -4.014 9.820
H -0.149 -2.202 7.938
H 1.141 -1.783 9.101
H 3.693 -4.010 6.805
H 2.069 -4.572 6.309
C 2.148 -6.796 13.793
C 3.330 -5.848 13.577
C 3.221 -5.295 12.155
S 1.479 -5.313 11.743
O 1.270 -6.257 10.672
O 0.990 -3.954 11.685
C 0.924 -6.057 13.267
H 2.032 -7.066 14.844
H 2.304 -7.716 13.222
H 3.273 -5.026 14.298
H 4.286 -6.353 13.731
H 3.596 -4.273 12.091
H 3.744 -5.929 11.438
H 0.076 -6.713 13.074
H 0.630 -5.251 13.944
C -5.118 5.829 -2.542
C -6.592 6.236 -2.464
C -7.398 5.195 -3.242
S -6.467 3.670 -3.149
O -6.014 3.325 -4.479
O -7.174 2.729 -2.308
C -5.086 4.337 -2.237
H -4.506 6.392 -1.843
H -4.738 6.013 -3.551
H -6.912 6.243 -1.418
H -6.755 7.239 -2.862
H -8.386 5.042 -2.805
H -7.495 5.469 -4.294
H -4.163 3.853 -2.553
H -5.266 4.148 -1.176
C -10.092 6.013 1.701
C -11.179 5.720 0.665
C -11.304 6.955 -0.231
S -9.697 7.743 -0.223
O -9.819 9.030 0.421
O -9.082 7.586 -1.522
C -8.927 6.609 0.921
H -9.793 5.112 2.241
H -10.463 6.738 2.432
H -10.885 4.855 0.063
H -12.134 5.480 1.139
H -11.568 6.685 -1.253
H -12.030 7.666 0.166
H -8.216 7.142 1.551
H -8.413 5.843 0.336
C -1.976 9.417 -5.666
C -2.220 7.951 -6.031
C -1.796 7.102 -4.830
S -2.018 8.135 -3.386
O -0.724 8.396 -2.803
O -3.128 7.631 -2.606
C -2.548 9.594 -4.266
H -2.447 10.096 -6.380
H -0.901 9.623 -5.661
H -3.285 7.798 -6.234
H -1.671 7.662 -6.930
H -2.411 6.207 -4.733
H -0.743 6.825 -4.888
H -2.179 10.487 -3.761
H -3.640 9.596 -4.283
C 7.468 -1.435 -6.917
C 8.160 -0.070 -6.944
C 7.078 0.996 -6.757
S 5.770 0.222 -5.812
O 4.592 0.136 -6.643
O 5.738 0.795 -4.486
C 6.520 -1.394 -5.724
H 8.186 -2.252 -6.830
H 6.900 -1.579 -7.842
H 8.881 -0.011 -6.123
H 8.710 0.086 -7.875
H 7.455 1.861 -6.211
H 6.661 1.314 -7.714
H 5.750 -2.164 -5.761
H 7.070 -1.456 -4.783
```

These are the Löwdin partial charges, in e, on atoms 1 to 6: atom 1 (C): -0.1160, atom 2 (O): -0.2340, atom 3 (C): -0.2486, atom 4 (C): -0.1745, atom 5 (C): -0.2122, atom 6 (C): -0.2070



[3]
C42H83AlF17O17 | wB97M-V/def2-TZVPD

Total energy: -4869.36716 Eh
Lowest unoccupied orbital energy: 1.65 eV
HOMO energy: -5.059 eV
Net charge: -1
HOMO-LUMO gap: 6.70 eV

XYZ file:
```
160
C42H83AlF17O17, DFT wB97M-V/def2-TZVPD
C 1.159 -4.368 2.426
C -0.275 -3.907 2.649
C -0.405 -2.658 3.512
C 0.178 -1.427 2.807
C 0.007 -0.184 3.663
C 0.928 1.028 3.384
C 1.823 1.030 2.135
C 1.330 1.851 0.885
C 2.052 3.211 0.859
C 3.399 3.220 0.165
O 4.190 2.104 0.484
C 5.384 2.062 -0.256
C 5.297 1.036 -1.377
O 1.635 1.059 -0.249
Al 0.129 0.115 -0.652
C 0.494 -1.842 -0.797
C -0.748 -2.679 -1.200
C -0.897 -2.813 -2.719
C -0.217 -4.037 -3.346
C 1.150 -4.412 -2.780
O -0.775 0.768 0.827
C -0.193 2.048 0.784
C -0.891 3.134 1.598
C -2.393 2.895 1.775
C -3.303 3.671 0.856
F -4.600 3.386 1.193
F -3.107 5.008 1.005
C -3.133 3.330 -0.654
F -2.038 3.978 -1.121
F -2.971 1.997 -0.765
C -4.329 3.769 -1.546
F -5.137 2.705 -1.775
F -5.070 4.725 -0.926
C -3.953 4.374 -2.931
F -3.288 5.545 -2.784
F -5.150 4.678 -3.509
C -3.195 3.405 -3.902
F -2.997 2.205 -3.334
F -3.963 3.218 -5.002
C -1.834 3.950 -4.417
F -1.086 4.452 -3.412
F -2.105 4.949 -5.302
C -0.966 2.872 -5.124
F -1.715 2.065 -5.901
F -0.348 2.124 -4.183
C 0.142 3.518 -6.041
F 1.264 2.741 -5.981
F 0.497 4.736 -5.652
F -0.237 3.533 -7.315
H 1.141 -5.280 1.830
H 1.634 -4.631 3.366
H 1.755 -3.656 1.869
H -0.753 -3.742 1.685
H -0.806 -4.733 3.126
H -1.471 -2.471 3.616
H 0.072 -2.827 4.474
H 1.210 -1.644 2.561
H -0.411 -1.294 1.909
H 0.153 -0.483 4.703
H -1.032 0.124 3.606
H 1.574 1.147 4.253
H 0.310 1.916 3.381
H 2.752 1.504 2.433
H 2.101 0.051 1.775
H 2.144 3.590 1.874
H 1.427 3.924 0.320
H 3.943 4.116 0.496
H 3.260 3.345 -0.906
H 6.174 1.767 0.432
H 5.635 3.055 -0.631
H 4.269 0.911 -1.695
H 5.896 1.324 -2.239
H 5.675 0.084 -1.023
H -0.771 0.666 -1.869
H 1.221 -1.959 -1.601
H 0.963 -2.285 0.079
H -1.651 -2.217 -0.807
H -0.666 -3.688 -0.795
H -1.961 -2.911 -2.934
H -0.576 -1.905 -3.223
H -0.059 -3.814 -4.400
H -0.866 -4.908 -3.305
H 1.846 -3.599 -2.966
H 1.138 -4.576 -1.710
H 1.552 -5.276 -3.299
H -0.299 2.361 -0.273
H -0.461 3.284 2.581
H -0.749 4.082 1.090
H -2.652 1.844 1.754
H -2.676 3.265 2.758
C -7.797 7.485 -0.712
C -7.873 7.115 0.753
O -8.207 5.734 0.895
O -9.031 7.214 -1.363
H -7.578 8.546 -0.835
H -7.006 6.902 -1.202
H -8.674 7.672 1.238
H -6.929 7.329 1.262
H -7.447 5.214 0.611
H -9.365 6.402 -0.968
C 4.136 -8.133 2.192
C 2.793 -8.698 1.783
O 2.437 -8.218 0.490
O 4.099 -6.716 2.199
H 4.409 -8.466 3.195
H 4.908 -8.466 1.484
H 2.020 -8.357 2.470
H 2.811 -9.793 1.784
H 3.033 -8.636 -0.145
H 3.541 -6.457 1.455
C -4.304 -5.159 5.243
C -3.095 -4.851 6.101
O -2.496 -3.627 5.674
O -3.944 -5.254 3.875
H -4.750 -6.110 5.536
H -5.056 -4.366 5.361
H -2.336 -5.621 5.973
H -3.366 -4.792 7.160
H -3.090 -2.907 5.912
H -3.268 -4.583 3.717
C 4.104 7.578 -2.231
C 5.124 6.460 -2.270
O 4.468 5.197 -2.187
O 3.330 7.510 -1.045
H 4.597 8.551 -2.253
H 3.435 7.502 -3.099
H 5.776 6.520 -1.399
H 5.734 6.514 -3.178
H 3.998 5.049 -3.013
H 3.186 6.573 -0.865
C 4.854 -11.607 -0.813
C 4.576 -12.821 0.045
O 3.228 -13.258 -0.139
O 3.948 -10.560 -0.497
H 5.866 -11.238 -0.649
H 4.740 -11.864 -1.875
H 4.668 -12.563 1.099
H 5.274 -13.632 -0.184
H 3.153 -13.630 -1.022
H 3.100 -10.986 -0.316
C 0.659 6.890 -8.558
C -0.677 7.571 -8.357
O -1.549 7.277 -9.453
O 1.251 7.321 -9.777
H 1.345 7.133 -7.747
H 0.527 5.801 -8.593
H -0.550 8.652 -8.351
H -1.140 7.259 -7.416
H -1.796 6.350 -9.390
H 0.526 7.423 -10.403
C -0.283 -2.691 8.977
C 0.064 -1.349 8.368
O -1.043 -0.852 7.613
O -0.623 -3.624 7.967
H 0.562 -3.096 9.536
H -1.135 -2.574 9.664
H 0.889 -1.458 7.665
H 0.346 -0.626 9.140
H -1.732 -0.603 8.235
H -1.100 -3.133 7.282
```

These are the Löwdin partial charges, in e, on atoms 1 to 6: atom 1 (C): -0.1045, atom 2 (C): -0.2572, atom 3 (C): -0.2213, atom 4 (C): -0.2116, atom 5 (C): -0.1805, atom 6 (C): -0.1554